{
  "formula": "C49H43BrF4N10O5PRbS2Se3Te",
  "method": "the ωB97M-V functional and the def2-TZVPD basis",
  "lumo_ev": [0.427, 0.952],
  "energy_ev": -392507.83066,
  "relative_energy_ev": 1.249,
  "total_charge": -2,
  "orbital_gap_ev": [1.62, 2.15],
  "species": ["Te", "Rb", "Br", "Se", "Se", "Se", "S", "S", "P", "F", "F", "F", "F", "O", "O", "O", "O", "O", "N", "N", "N", "N", "N", "N", "N", "N", "N", "N", "C", "C", "C", "C", "C", "C", "C", "C", "C", "C", "C", "C", "C", "C", "C", "C", "C", "C", "C", "C", "C", "C", "C", "C", "C", "C", "C", "C", "C", "C", "C", "C", "C", "C", "C", "C", "C", "C", "C", "C", "C", "C", "C", "C", "C", "C", "C", "C", "C", "H", "H", "H", "H", "H", "H", "H", "H", "H", "H", "H", "H", "H", "H", "H", "H", "H", "H", "H", "H", "H", "H", "H", "H", "H", "H", "H", "H", "H", "H", "H", "H", "H", "H", "H", "H", "H", "H", "H", "H", "H", "H", "H"],
  "xyz": [[4.250900, 2.562500, 3.274200], [0.076600, -0.070400, -0.544900], [-6.182300, -0.948000, -4.855500], [3.361500, 0.460900, 4.064200], [2.778900, 3.843100, 1.637000], [1.062600, 2.791300, 0.775500], [-4.018500, -4.586800, 7.202400], [-1.674500, -3.144400, -4.483600], [2.381800, -2.890100, 0.005000], [4.490000, -2.457700, -6.457500], [3.943700, 1.500400, -3.880200], [5.887900, -1.101700, -8.248500], [5.303400, 2.870800, -5.690000], [-1.261300, 1.243500, -2.256400], [-5.294400, -4.883500, 6.597700], [-1.392400, -5.493300, 4.751600], [0.360900, -5.104200, 3.521600], [-4.052300, -3.995600, 8.517400], [7.412200, 0.791200, -10.176100], [2.594800, -3.673000, -4.297800], [-1.724600, -1.844100, 2.188900], [-1.156800, -2.244900, -2.124000], [-2.620800, -3.201900, 3.690700], [-0.758200, -4.802600, 3.934100], [6.842000, 4.198000, -7.983900], [2.382000, -0.289600, -2.003400], [-2.820600, 1.529400, 0.095400], [-1.152500, 1.099700, 2.252300], [4.123400, -0.537000, -5.098200], [5.646100, 0.958300, -7.069600], [-4.678100, 0.122600, -2.688000], [1.746200, -4.621400, -0.295600], [-0.806200, -2.770000, 2.499700], [-4.043100, -1.311800, 2.866700], [-2.474100, -2.602500, -2.092100], [-4.253700, -3.604400, -3.424400], [-4.554500, 3.422300, 2.732300], [-4.622400, -2.954400, -1.127000], [-3.550700, 0.640500, -2.035500], [-5.079700, -3.505300, -2.323700], [5.399100, -0.430700, -7.182200], [-1.799400, 2.034000, 4.792000], [-3.325700, -2.503400, -0.995000], [-3.430500, -0.178900, -4.727800], [4.009800, -3.225900, -0.843100], [-2.794900, -2.104900, 2.906500], [3.342700, -1.244300, -4.153600], [3.550100, -4.184900, 2.359300], [0.267600, -4.824500, -0.006200], [4.400100, 0.844000, -4.966100], [-4.620700, -0.265300, -3.995900], [-3.711400, 1.027100, -0.680200], [2.987600, -2.897000, 1.770000], [-4.260500, 2.851500, 1.495400], [6.917900, 1.151000, -9.197600], [-2.277700, 1.812100, 2.430700], [-3.543200, -3.756400, 4.647500], [-2.630200, 2.353200, 3.698400], [-2.953000, -3.143400, -3.306300], [-1.336100, -3.650600, 3.429200], [6.599300, 3.070600, -7.959400], [-0.385500, 0.856000, 3.280000], [-3.022300, -6.107800, 7.284700], [5.078000, -2.165200, -0.625500], [-3.142800, 2.041500, 1.311200], [-3.846000, -7.168500, 7.980500], [-0.632800, -2.461000, -3.266300], [-0.680200, 1.273500, 4.587700], [-3.768500, 3.172200, 3.825300], [2.968500, -2.581200, -4.276000], [-2.315800, 0.311000, -4.123900], [-2.295800, 0.777200, -2.756300], [5.109400, 1.552100, -5.901300], [2.830500, -0.667200, -2.995900], [4.675400, -1.135100, -6.253100], [-3.107700, -3.468100, 6.075800], [6.363800, 1.696900, -8.039400], [3.769500, -3.302100, -1.906100], [-5.298000, -2.895200, -0.285600], [-0.013100, 1.003300, 5.390400], [0.173200, -2.769300, 2.070800], [2.745800, -4.864800, 2.629300], [-4.802200, -7.273900, 7.472300], [-4.603800, -4.030900, -4.351000], [-3.902400, -0.508200, 2.151700], [1.917200, -4.794200, -1.364300], [-3.984500, 3.617400, 4.786100], [0.526800, 0.302300, 3.092800], [2.193200, -2.519300, 2.419100], [-2.951200, -2.085200, -0.073600], [-4.888800, -1.926500, 2.558900], [-6.096100, -3.864900, -2.392000], [5.897700, -2.320000, -1.326200], [5.482200, -2.219100, 0.382800], [-3.589300, -4.840100, 4.510400], [-5.606400, 0.034800, -2.136100], [-0.034700, -5.829600, -0.308300], [-4.536700, -3.344000, 4.469500], [-1.382800, 0.381500, -4.670000], [-5.426500, 4.056600, 2.826800], [-4.889500, 3.074700, 0.644200], [-4.033300, -6.872500, 9.010900], [3.753900, -2.115400, 1.776300], [-3.406300, -0.507700, -5.758100], [-2.062100, 2.404500, 5.774900], [-3.333000, -8.128300, 7.969200], [4.232900, -4.682400, 1.673400], [4.382800, -4.203800, -0.521300], [-2.756700, -6.376300, 6.267300], [-3.306200, -2.446100, 6.383700], [0.060800, -4.718500, 1.053600], [-0.332100, -4.100600, -0.554400], [-4.259800, -0.877400, 3.841400], [-2.129300, -5.842300, 7.842300], [4.107100, -3.947000, 3.263300], [4.669400, -1.169500, -0.782900], [0.399300, -2.284600, -3.498500], [-4.722200, 0.832500, -0.274900], [-2.059200, -3.706700, 6.227000], [2.333900, -5.342400, 0.280000]],
  "forces_ev_per_angstrom": [[-0.05, -0.85, 0.40], [-0.10, -0.44, 0.60], [-0.05, 0.01, -0.02], [0.17, 0.74, -0.43], [0.10, 0.45, -0.04], [0.00, -0.04, 0.04], [0.10, 0.36, 0.17], [-0.05, -0.06, 0.44], [0.36, -0.65, -0.15], [0.04, 0.06, -0.05], [0.01, 0.12, -0.04], [-0.11, -0.02, 0.15], [-0.08, -0.12, 0.13], [0.26, 0.52, -0.12], [0.07, -0.20, -0.36], [0.44, 0.41, -0.44], [-0.79, 0.29, 0.42], [0.40, 0.03, 0.04], [0.30, -0.27, -0.63], [-0.38, -0.96, 0.08], [0.21, 0.22, -0.34], [0.48, 0.44, 0.76], [0.21, 0.04, -0.23], [0.85, -1.31, 0.20], [0.15, 0.75, 0.02], [-0.21, 0.54, 0.84], [0.70, -0.24, -0.38], [0.32, -0.20, -0.25], [1.16, 1.13, -1.45], [-0.74, -0.74, 0.95], [-0.21, -0.15, -0.29], [-0.10, 0.25, 0.19], [-0.27, -0.43, 0.46], [-0.04, -0.02, 0.02], [-0.73, -0.46, -0.60], [-0.08, -0.07, 0.05], [-0.03, 0.02, 0.53], [0.07, 0.00, 0.15], [0.36, 0.09, -0.32], [-0.06, -0.10, -0.13], [0.18, 0.83, 0.03], [0.20, -0.11, -0.03], [0.02, -0.12, -0.08], [0.18, 0.10, 0.04], [-0.25, 0.27, 0.06], [-0.12, -0.43, 0.38], [-0.62, -0.51, 0.93], [-0.04, 0.25, 0.00], [0.04, -0.08, -0.12], [-0.12, -1.01, -0.21], [-0.55, -0.05, 0.23], [-0.26, -0.01, 0.26], [-0.07, -0.07, -0.08], [0.29, -0.32, -0.30], [0.03, -0.14, -0.07], [-0.29, 0.37, 0.39], [-0.44, -0.40, 0.20], [0.12, -0.15, -0.26], [0.32, 0.10, 0.11], [0.00, 1.19, -0.72], [-0.01, 0.10, 0.04], [-0.06, -0.10, -0.02], [-0.36, 0.61, -0.18], [-0.09, -0.06, -0.07], [-0.71, 0.35, 0.18], [-0.20, 0.07, 0.09], [0.00, -0.33, -0.69], [-0.22, 0.14, 0.12], [-0.24, 0.19, 0.01], [0.08, 0.31, -0.08], [0.17, 0.11, -0.18], [-0.57, -0.11, -0.20], [0.36, -0.35, -0.72], [0.31, -0.34, -0.56], [-0.37, 0.42, 0.81], [-0.33, -0.75, 0.43], [0.33, 0.32, -0.39], [-0.01, -0.04, 0.04], [-0.08, 0.04, 0.09], [0.09, 0.02, 0.14], [0.24, -0.11, -0.15], [0.02, -0.15, -0.05], [-0.06, -0.12, 0.02], [-0.11, -0.01, -0.10], [-0.03, 0.08, -0.08], [0.15, 0.01, 0.11], [-0.08, 0.01, 0.10], [0.06, -0.03, -0.05], [0.00, 0.04, 0.03], [0.04, 0.09, 0.12], [-0.08, 0.01, -0.01], [-0.10, 0.02, -0.01], [0.08, 0.08, -0.01], [0.11, 0.04, 0.15], [-0.12, 0.29, -0.15], [-0.05, -0.02, 0.00], [-0.11, 0.01, 0.02], [0.14, -0.05, -0.05], [0.03, 0.03, 0.02], [-0.01, 0.06, 0.01], [0.04, -0.02, -0.07], [-0.05, -0.10, 0.07], [-0.06, 0.04, 0.00], [0.02, -0.02, -0.03], [0.02, 0.02, 0.07], [0.07, 0.03, 0.00], [0.02, -0.08, -0.06], [-0.08, -0.03, -0.06], [0.02, -0.01, -0.05], [-0.11, 0.04, 0.18], [-0.08, -0.08, 0.16], [-0.11, 0.03, -0.01], [-0.08, 0.07, 0.07], [0.15, 0.07, -0.03], [0.09, -0.10, 0.18], [0.01, 0.13, -0.07], [0.38, 0.12, -0.10], [0.01, 0.12, 0.02], [0.13, 0.09, 0.00], [0.12, -0.01, -0.18]],
  "lowdin_charge": [0.34, 0.58, 0.67, -0.12, -0.12, 0.18, 0.66, 1.07, 0.96, 0.07, 0.08, 0.07, 0.07, -0.22, -0.32, 0.02, 0.08, -0.33, 0.08, 0.12, 0.15, -0.01, 0.05, -0.30, 0.08, 0.01, 0.11, 0.05, -0.08, -0.08, -0.12, -0.41, -0.01, 0.03, -0.32, -0.12, -0.09, -0.09, -0.15, -0.11, -0.16, -0.02, -0.02, -0.16, -0.41, -0.31, -0.22, -0.15, -0.15, -0.16, -0.70, -0.11, -0.43, -0.02, -0.30, -0.18, -0.16, -0.17, -0.46, -0.14, -0.30, -0.21, -0.28, -0.15, -0.24, -0.12, -0.41, -0.05, -0.07, -0.29, -0.03, -0.44, -0.16, -0.27, -0.16, -0.18, -0.25, 0.04, 0.09, 0.09, 0.08, 0.05, 0.07, 0.10, 0.07, 0.07, 0.10, 0.05, 0.03, 0.09, 0.09, 0.10, 0.07, 0.05, 0.12, 0.10, 0.07, 0.13, 0.12, 0.10, 0.11, 0.08, 0.04, 0.10, 0.11, 0.08, 0.06, 0.07, 0.07, 0.11, 0.02, 0.04, 0.09, 0.11, 0.06, 0.05, 0.06, 0.13, 0.10, 0.07]
}